Record 1
This record from the Open Molecules 2025 dataset describes a gas-phase ion, C18H19N4O3 (charge +1) in a non-equilibrium geometry. The level of theory is ωB97M-V with the def2-TZVPD basis set.

For the highest occupied orbital energy, the calculation gives -11.90 eV. The calculation puts the LUMO energy at -3.41 eV. The calculation puts the gap between HOMO and LUMO at 8.491 eV. As for the SMILES: CNC(=O)Oc1ccc(-c2c[n+]3c(NC(C)=O)cccc3n2C)cc1.

ORCA input file:
```
! wB97M-V def2-TZVPD RIJCOSX def2/J DEFGRID3
* xyz 1 1
C 2.233 5.327 -5.228
N 1.098 5.265 -4.326
C 1.039 4.442 -3.238
O 2.039 4.119 -2.597
O -0.217 3.885 -3.091
C -0.307 2.805 -2.183
C -1.312 2.828 -1.190
C -1.316 1.884 -0.197
C -0.349 0.923 -0.200
C -0.311 -0.024 0.857
C -1.010 -1.193 0.838
N -0.600 -1.872 1.987
C -0.817 -3.109 2.335
N -1.504 -3.978 1.490
C -0.992 -5.220 1.047
C -1.945 -6.076 0.232
O -0.050 -5.733 1.618
C -0.397 -3.502 3.672
C 0.245 -2.592 4.575
C 0.559 -1.315 4.017
C 0.156 -0.965 2.725
N 0.453 0.142 2.009
C 1.409 1.269 2.313
C 0.390 0.675 -1.397
C 0.497 1.672 -2.351
H 3.174 5.319 -4.664
H 2.147 6.235 -5.779
H 2.189 4.532 -6.087
H 0.238 5.259 -4.892
H -1.968 3.628 -1.257
H -1.976 1.876 0.688
H -1.692 -1.581 0.104
H -2.514 -3.998 1.432
H -2.774 -5.399 -0.090
H -1.402 -6.430 -0.648
H -2.389 -6.839 0.865
H -0.740 -4.445 4.060
H 0.534 -3.011 5.539
H 1.131 -0.583 4.558
H 1.277 1.615 3.307
H 1.225 2.167 1.633
H 2.412 0.924 2.156
H 1.027 -0.273 -1.507
H 1.110 1.347 -3.135
*
```

Record 2
This record from the Open Molecules 2025 dataset describes a single C18H19N5O3 molecule in a non-equilibrium geometry. The level of theory is ωB97M-V with the def2-TZVPD basis set.

For the highest occupied orbital energy, the calculation gives -7.41 eV. The calculation puts the LUMO energy at 0.16 eV. The calculation puts the gap between HOMO and LUMO at 7.574 eV. As for the SMILES: CCOc1cccc(/C=N/NC(=O)c2cc(-c3cccn3C)n[nH]2)c1O.

ORCA input file:
```
! wB97M-V def2-TZVPD RIJCOSX def2/J DEFGRID3
* xyz 0 1
C -5.106 -2.782 -1.473
C -4.280 -2.920 -0.198
O -3.257 -1.950 -0.103
C -3.586 -0.643 0.184
C -4.821 -0.180 0.596
C -4.993 1.174 0.859
C -3.947 2.052 0.710
C -2.680 1.610 0.307
C -1.620 2.580 0.161
N -0.394 2.283 -0.014
N 0.476 3.287 -0.153
C 1.835 3.182 -0.274
O 2.498 4.199 -0.416
C 2.452 1.865 -0.204
C 2.008 0.564 -0.032
C 3.182 -0.221 -0.022
C 3.394 -1.636 0.156
C 4.609 -2.253 0.393
C 4.370 -3.627 0.511
C 3.022 -3.812 0.339
N 2.432 -2.609 0.125
C 1.030 -2.428 -0.116
N 4.256 0.563 -0.180
N 3.806 1.793 -0.288
C -2.505 0.248 0.042
O -1.314 -0.238 -0.372
H -4.460 -2.855 -2.344
H -5.846 -3.576 -1.515
H -5.616 -1.822 -1.502
H -3.745 -3.873 -0.200
H -4.922 -2.889 0.690
H -5.655 -0.851 0.719
H -5.961 1.530 1.177
H -4.091 3.103 0.911
H -1.939 3.631 0.215
H 0.128 4.253 -0.160
H 0.985 0.275 0.073
H 5.548 -1.745 0.471
H 5.097 -4.393 0.699
H 2.443 -4.715 0.352
H 0.877 -1.816 -1.006
H 0.549 -1.941 0.736
H 0.570 -3.404 -0.269
H 4.426 2.579 -0.412
H -1.444 -1.180 -0.562
*
```

Record 3
This record from the Open Molecules 2025 dataset describes a single C18H19N7O molecule in a non-equilibrium geometry. The level of theory is ωB97M-V with the def2-TZVPD basis set.

For the highest occupied orbital energy, the calculation gives -7.56 eV. The calculation puts the LUMO energy at 0.27 eV. The calculation puts the gap between HOMO and LUMO at 7.840 eV. As for the SMILES: CCn1ccnc1-c1c[nH]c2c(C(=O)Nc3ccn(C)n3)nc(C)cc12.

ORCA input file:
```
! wB97M-V def2-TZVPD RIJCOSX def2/J DEFGRID3
* xyz 0 1
C -2.640 -3.372 -3.366
C -3.597 -3.631 -2.212
N -4.185 -2.376 -1.748
C -5.500 -2.118 -1.836
C -5.672 -0.913 -1.229
N -4.511 -0.391 -0.769
C -3.596 -1.294 -1.086
C -2.204 -1.126 -0.621
C -1.180 -2.025 -0.632
N -0.074 -1.473 0.002
C -0.383 -0.183 0.387
C 0.430 0.825 1.007
C 1.878 0.496 1.308
O 2.323 -0.604 1.132
N 2.698 1.513 1.745
C 4.072 1.540 1.862
C 4.789 2.799 2.060
C 6.098 2.529 1.979
N 6.205 1.190 1.717
C 7.392 0.513 1.242
N 4.973 0.628 1.591
N -0.100 2.061 1.181
C -1.343 2.365 0.851
C -1.813 3.745 1.208
C -2.162 1.374 0.229
C -1.673 0.107 -0.012
H -1.792 -2.748 -3.006
H -3.156 -2.851 -4.194
H -2.221 -4.316 -3.751
H -4.359 -4.296 -2.620
H -3.059 -4.134 -1.412
H -6.298 -2.699 -2.283
H -6.655 -0.465 -1.086
H -1.198 -3.059 -0.988
H 0.832 -1.912 0.110
H 2.228 2.394 1.926
H 4.372 3.779 2.164
H 6.939 3.230 1.991
H 7.872 1.131 0.498
H 7.146 -0.466 0.834
H 8.115 0.347 2.049
H -2.760 3.656 1.798
H -1.992 4.281 0.257
H -1.089 4.267 1.781
H -3.149 1.681 -0.056
*
```

Record 4
This record from the Open Molecules 2025 dataset describes a molecular structure, C18H20BF4N4O2RhS2. The level of theory is ωB97M-V with the def2-TZVPD basis set.

For the highest occupied orbital energy (spin up / spin down), the calculation gives -6.32 / -8.44 eV. The calculation puts the LUMO energy (spin up / spin down) at -0.32 / -3.09 eV. The calculation puts the gap between HOMO and LUMO (spin up / spin down) at 5.998 / 5.357 eV.

ORCA input file:
```
! wB97M-V def2-TZVPD RIJCOSX def2/J DEFGRID3
* xyz 0 5
Rh -0.454 1.215 -0.129
C 0.928 -2.835 -0.990
C 0.679 -1.375 -1.212
N 0.269 -0.606 -0.071
N 0.391 -1.234 1.065
C 0.018 -0.583 2.152
S -0.556 1.053 2.121
S 0.102 -1.367 3.699
C -0.110 -3.125 3.236
C -1.544 -3.465 2.937
C -2.072 -3.278 1.662
C -3.414 -3.530 1.411
C -4.242 -3.979 2.431
C -3.719 -4.185 3.700
C -2.378 -3.928 3.950
C 0.911 -0.763 -2.464
C 1.625 -1.471 -3.462
C 1.890 -0.935 -4.705
C 1.459 0.351 -5.036
C 0.755 1.080 -4.100
C 0.458 0.561 -2.840
O -0.283 1.329 -2.063
H 0.255 -3.227 -0.230
H 1.949 -3.037 -0.647
H 0.758 -3.391 -1.909
H 0.254 -3.662 4.112
H 0.557 -3.319 2.399
H -1.428 -2.938 0.858
H -3.812 -3.375 0.415
H -5.291 -4.167 2.237
H -4.356 -4.547 4.497
H -1.974 -4.085 4.944
H 2.008 -2.456 -3.238
H 2.446 -1.523 -5.427
H 1.669 0.772 -6.012
H 0.385 2.075 -4.318
F -1.889 2.766 -0.234
B -2.334 4.234 -0.334
F -1.605 4.755 -1.395
F -3.685 4.199 -0.527
F -1.930 4.781 0.882
C 3.596 5.112 0.311
N 3.160 3.746 0.097
C 1.875 3.326 0.140
N 0.931 4.254 0.369
O 1.647 2.103 -0.008
H 4.680 5.140 0.263
H 3.291 5.483 1.291
H 3.211 5.783 -0.460
H 3.839 3.019 -0.034
H 1.126 5.238 0.346
H -0.045 4.010 0.319
*
```

ΔE to the lowest compared entry with this formula, charge and spin (kcal/mol)
21.9; 62.5; 0.0; 42.5